1.
The molecule C4H8N2O2 at a distorted geometry, computed with wB97M-V/def2-TZVPD.

Last columns: bonded neighbours and bond lengths (Å).
Element x y z (Å)
1 O 1.8800 -0.1104 -2.2747  C2 1.215
2 C 1.3195 -0.2856 -1.2114  O1 1.215, C3 1.528, H9 1.079
3 C 0.5458 0.8739 -0.5856  C2 1.528, C4 1.577, N5 1.487, H10 1.144
4 C 1.2262 1.4499 0.7157  C3 1.577, H11 1.062, H12 1.068, H13 1.122
5 N -0.7735 0.2444 -0.3112  C3 1.487, C6 1.435, H14 0.954
6 C -1.0932 -0.5662 0.8291  N5 1.435, N7 1.462, O8 1.171
7 N -2.5289 -0.8039 0.9708  C6 1.462, H15 0.987, H16 0.955
8 O -0.3153 -1.0103 1.5836  C6 1.171
9 H 1.3433 -1.1744 -0.5998  C2 1.079
10 H 0.4564 1.6923 -1.3795  C3 1.144
11 H 2.0712 1.9379 0.2960  C4 1.062
12 H 0.7454 2.2211 1.2765  C4 1.068
13 H 1.5310 0.6541 1.4448  C4 1.122
14 H -1.4772 0.7915 -0.6504  N5 0.954
15 H -3.1270 -1.0585 0.2283  N7 0.987
16 H -2.9340 -1.0140 1.8096  N7 0.955

Computed properties:
HOMO energy in eV: -9.53
E in a.u.: -417.1919
Strongest force on any atom in Eh/bohr: 0.0886
Orbital gap in eV: 10.34

2.
A cluster of 12 separate species, H24O12 in total at a distorted geometry, computed with wB97M-V/def2-TZVPD.

Last columns: bonded neighbours and bond lengths (Å).
Element x y z (Å)
1 O 1.9458 1.5662 0.7878  H2 0.969, H3 0.968
2 H 2.2826 1.2107 -0.0489  O1 0.969
3 H 2.3716 2.4304 0.8788  O1 0.968
4 O 1.9744 0.7657 3.4105  H5 0.964, H6 0.976
5 H 1.0343 0.6738 3.6043  O4 0.964
6 H 2.0276 0.7907 2.4365  O4 0.976
7 O -0.7986 2.3630 1.3652  H8 0.974, H9 0.964
8 H 0.1333 2.1857 1.1431  O7 0.974
9 H -0.7712 2.7662 2.2408  O7 0.964
10 O 1.2073 -0.5557 -3.4213  H11 0.964, H12 0.974
11 H 1.0162 -1.0007 -4.2550  O10 0.964
12 H 1.1221 -1.2427 -2.7358  O10 0.974
13 O 3.2467 -1.0086 -0.4569  H14 0.963, H15 0.975
14 H 3.9449 -1.0312 -1.1195  O13 0.963
15 H 2.5474 -1.5870 -0.8122  O13 0.975
16 O -1.7675 -2.5368 -0.1668  H17 0.966, H18 0.967
17 H -1.7711 -2.1056 0.6975  O16 0.966
18 H -1.9797 -1.8284 -0.7896  O16 0.967
19 O 1.1623 -2.6126 -1.4716  H20 0.965, H21 0.974
20 H 1.4690 -3.4110 -1.0245  O19 0.965
21 H 0.1908 -2.6632 -1.4200  O19 0.974
22 O -2.3816 2.0383 -1.4517  H23 0.976, H24 0.962
23 H -2.6994 1.8245 -0.5537  O22 0.976
24 H -1.4877 2.3702 -1.3242  O22 0.962
25 O -1.2108 -0.4397 -2.1728  H26 0.973, H27 0.977
26 H -0.5562 -0.1485 -2.8313  O25 0.973
27 H -1.8019 0.3273 -2.0446  O25 0.977
28 O -3.1079 0.8352 0.9952  H29 0.963, H30 0.981
29 H -3.3025 0.4910 1.8731  O28 0.963
30 H -2.2082 1.2175 1.0714  O28 0.981
31 O 0.0029 -0.0798 0.2822  H32 0.972, H33 0.961
32 H 0.0281 -0.4930 -0.5971  O31 0.972
33 H 0.1705 0.8517 0.1165  O31 0.961
34 O -0.9534 -0.4538 2.7989  H35 0.962, H36 0.983
35 H -0.4797 -1.2366 3.0966  O34 0.962
36 H -0.6005 -0.2732 1.8989  O34 0.983

Computed properties:
HOMO energy in eV: -10.76
E in a.u.: -917.2969
Strongest force on any atom in Eh/bohr: 0.0223
Orbital gap in eV: 10.70

What is the formula in the first record? C4H8N2O2